Entry 1:
A structure of composition C5H4O2S at a distorted geometry. Source: OMol25; level of theory: ωB97M-V/def2-TZVPD.

Properties
E in a.u.: -741.46851
Maximum force in eV Å⁻¹: 3.764
Net charge: 0
LUMO energy in eV: 0.583
HOMO-LUMO gap in eV: 10.09

XYZ file:
```
12
Properties=species:S:1:pos:R:3:forces:R:3
C 1.08002 0.60193 -0.11140 -0.2 2.0 1.7
C 0.53109 -0.23128 1.02476 0.2 -1.7 1.3
C 0.69479 -0.56478 -0.91689 1.6 -1.0 -3.3
C -0.82339 -0.79233 -0.72651 -0.3 -0.8 -2.5
C -0.92675 -0.62666 0.72562 0.9 -0.7 1.3
H 0.79176 -0.18484 2.08765 0.3 0.2 -0.4
H 1.29042 -0.81149 -1.86943 -1.5 0.4 1.2
H -1.28773 -1.54335 -1.51591 0.5 1.7 2.4
H -1.44434 -1.27432 1.45014 0.2 0.3 -0.6
O 1.84927 1.51287 -0.08320 -0.1 0.1 -0.8
O 1.34448 -1.23714 0.19335 -1.4 -0.2 1.2
S -1.76467 0.70543 -0.06295 -0.3 -0.3 -1.3
```
Forces are in eV/Å.

---

Entry 2:
An isolated molecule of C5H4O3 at a distorted geometry. Source: OMol25; level of theory: ωB97M-V/def2-TZVPD.

Properties
E in a.u.: -418.59956
Maximum force in eV Å⁻¹: 2.155
Net charge: 0
LUMO energy in eV: -0.646
HOMO-LUMO gap in eV: 8.81
SMILES string: CC(=C=O)C(=O)C=O

XYZ file:
```
12
Properties=species:S:1:pos:R:3:forces:R:3
C 0.48575 -1.70655 -0.32124 0.3 0.1 0.1
C -0.97712 0.38718 -0.34455 0.1 0.5 1.5
C 0.25835 -0.24766 -0.01403 -0.7 -0.3 -0.4
C -0.93910 1.83364 0.23089 -0.9 0.3 -1.5
C 1.17027 0.48077 0.63685 2.1 -0.2 0.1
O -1.97832 -0.08301 -0.83559 0.1 0.2 -0.2
O 0.10396 2.37670 0.47978 0.0 -0.3 0.4
O 2.17601 0.77330 1.13492 -0.9 -0.1 -0.1
H -1.89190 2.38213 0.23275 -0.1 0.0 0.2
H 1.29981 -1.83297 -1.03323 0.0 -0.1 -0.1
H 0.72908 -2.26666 0.58000 0.0 -0.1 0.0
H -0.43678 -2.09687 -0.74654 0.0 0.0 0.0
```
Forces are in eV/Å.

---

Entry 3:
An isolated molecule of C5H4O3 at a distorted geometry. Source: OMol25; level of theory: ωB97M-V/def2-TZVPD.

Properties
E in a.u.: -418.44933
Maximum force in eV Å⁻¹: 13.359
Net charge: 0
LUMO energy in eV: -0.079
HOMO-LUMO gap in eV: 9.23
SMILES string: O=C1[C@H]2O[C@@H]3[C@H](O2)[C@H]13

XYZ file:
```
12
Properties=species:S:1:pos:R:3:forces:R:3
C 0.83800 0.88207 -0.58730 4.1 -3.7 -3.4
C 0.39256 0.96548 0.86691 -1.9 0.3 2.6
C -1.24180 -0.29295 0.04527 -2.5 -0.8 -6.0
C -0.14896 -1.12786 0.37626 3.3 -1.9 -0.9
C -0.01438 -0.30691 -0.99895 -0.8 6.8 11.5
H 0.70423 1.84584 1.61734 -0.8 -2.4 -1.8
H -2.12271 -0.44127 -0.75632 1.3 0.0 3.2
H 0.11288 -2.25852 0.28575 -1.0 2.3 0.7
H 0.06880 -0.80957 -1.73661 0.8 -5.9 -9.5
O 1.93568 1.09322 -1.21001 -4.3 0.8 3.0
O -1.12570 0.83621 0.73487 1.1 3.7 1.4
O 0.60141 -0.38573 1.36279 0.7 0.8 -0.6
```
Forces are in eV/Å.

---

Entry 4:
An isolated molecule of C5H4OS2. Source: OMol25; level of theory: ωB97M-V/def2-TZVPD.

Properties
E in a.u.: -1064.41230
Maximum force in eV Å⁻¹: 0.861
Net charge: 0
LUMO energy in eV: -1.347
HOMO-LUMO gap in eV: 7.67
SMILES string: O=C1C(=S)C[C@H]2S[C@H]12

XYZ file:
```
12
Properties=species:S:1:pos:R:3:forces:R:3
C -0.62446 -0.47750 0.93946 -0.1 0.3 -0.1
C -0.45434 1.01563 0.48653 -0.5 -0.2 0.0
C 0.04431 0.70420 -0.91502 -0.7 -0.1 -0.3
C 1.09377 -0.32857 -0.64222 0.4 -0.2 0.0
C 0.18255 -1.39515 -0.08517 -0.2 -0.6 0.1
H 0.27202 1.50837 1.11886 0.3 0.1 0.2
H -1.40327 1.56415 0.55010 0.2 -0.2 0.0
H -0.80584 0.28249 -1.50714 0.7 0.2 0.5
H 1.73778 -0.01869 0.19381 -0.3 0.0 -0.2
O -0.01087 -2.56074 -0.26824 0.2 0.8 0.0
S -1.49164 -1.04680 2.15129 0.1 0.1 -0.1
S 1.45999 0.75262 -2.02227 0.0 0.0 0.0
```
Forces are in eV/Å.

---

Entry 5:
An isolated molecule of C5H4S at a distorted geometry. Source: OMol25; level of theory: ωB97M-V/def2-TZVPD.

Properties
E in a.u.: -590.90375
Maximum force in eV Å⁻¹: 3.356
Net charge: 0
LUMO energy in eV: -0.800
HOMO-LUMO gap in eV: 7.66

XYZ file:
```
10
Properties=species:S:1:pos:R:3:forces:R:3
C 0.53273 0.07926 1.43207 1.2 -0.8 0.7
C -0.10181 1.26627 1.54829 -0.3 1.0 0.8
C -0.70413 -0.48787 -1.06404 0.1 2.7 1.9
C 1.16160 -0.95439 1.40864 -0.9 -0.4 0.3
C -0.24792 0.74459 -1.08990 -0.7 1.4 -0.9
S -0.68795 1.91555 0.19288 -0.2 0.0 -0.6
H -1.20670 -0.62175 -0.13942 -0.9 -1.4 0.3
H -0.38784 -1.19166 -1.72036 0.5 -2.2 -1.8
H 1.35851 -1.98671 1.31140 0.7 -0.2 -0.1
H 0.28351 1.23671 -1.87956 0.5 -0.2 -0.5
```
Forces are in eV/Å.

---

Entry 6:
An isolated molecule of C5H4S at a distorted geometry. Source: OMol25; level of theory: ωB97M-V/def2-TZVPD.

Properties
E in a.u.: -590.98818
Maximum force in eV Å⁻¹: 3.514
Net charge: 0
LUMO energy in eV: -1.495
HOMO-LUMO gap in eV: 7.39
SMILES string: C#C/C=C/C=S

XYZ file:
```
10
Properties=species:S:1:pos:R:3:forces:R:3
C 1.02006 -1.18029 -0.01500 1.4 0.1 0.6
C 0.10144 -0.36248 -0.75052 -1.8 1.7 1.3
C -0.62845 0.66971 -0.16756 0.6 -1.5 -3.1
C -1.58402 1.43516 -0.92481 -0.9 0.8 -1.5
C -2.34784 2.03548 -1.67691 1.9 -2.0 2.2
H 1.59874 -1.85881 -0.67930 -0.4 0.1 0.7
H -0.01385 -0.63424 -1.78045 -0.3 0.2 -0.4
H -0.44497 0.93325 0.82424 0.2 0.3 1.6
H -3.15535 2.30977 -2.28265 -0.5 0.6 -0.5
S 1.41552 -1.02096 1.57044 -0.2 -0.4 -0.8
```
Forces are in eV/Å.

---

Entry 7:
An isolated molecule of C5H4S at a distorted geometry. Source: OMol25; level of theory: ωB97M-V/def2-TZVPD.

Properties
E in a.u.: -590.87946
Maximum force in eV Å⁻¹: 8.407
Net charge: 0
LUMO energy in eV: 0.234
HOMO-LUMO gap in eV: 9.60
SMILES string: C#CC(S)C#C

XYZ file:
```
10
Properties=species:S:1:pos:R:3:forces:R:3
C -0.40792 0.02323 0.27661 -3.0 -0.3 0.9
C 0.60389 -0.88919 -0.27651 1.4 -3.7 1.5
C 1.38496 -1.85527 -0.29881 -0.1 -0.3 -0.3
C -0.04504 1.36297 -0.03399 5.6 6.2 -1.2
C 0.77846 2.32627 -0.25950 -3.5 -3.3 -0.4
H -2.71732 -1.06010 0.75403 0.9 1.8 -2.4
H -0.78334 -0.05062 1.38560 1.8 -0.3 -1.9
H 2.10105 -2.84384 -0.35187 -2.3 3.4 0.0
H 1.35403 3.14941 -0.80136 -1.2 -1.5 1.4
S -2.26877 -0.16286 -0.39420 0.4 -2.0 2.4
```
Forces are in eV/Å.

---

Entry 8:
A structure of composition C5H5AlCl2InNO5 at a distorted geometry. Source: OMol25; level of theory: ωB97M-V/def2-TZVPD.

Properties
E in a.u.: -1975.83163
Maximum force in eV Å⁻¹: 8.096
Net charge: +4
LUMO energy in eV: -16.343
HOMO-LUMO gap in eV: 5.74

XYZ file:
```
20
Properties=species:S:1:pos:R:3:forces:R:3
In -7.16857 1.74999 -1.38790 -0.3 0.6 -1.7
Al -0.10321 -0.20274 -0.03076 2.8 -2.5 -1.3
Cl -6.33883 2.15123 -3.50380 0.0 -0.5 1.4
Cl -0.77195 -1.72927 1.16188 -0.6 0.6 -0.4
C 1.32038 0.43952 1.28455 5.5 2.1 5.6
C -9.15960 2.81922 -1.96738 -5.1 3.0 -1.9
C -8.28806 1.64167 0.57935 -1.2 -0.7 4.2
O 2.12996 0.65847 2.10462 -5.1 -1.4 -5.2
O -10.10973 3.37121 -2.31300 4.4 -2.6 1.6
O -8.80760 1.57395 1.58893 1.7 0.3 -3.7
N 2.98012 -3.05833 -2.83496 -0.1 -1.0 -0.2
C 2.80113 -1.59343 -2.68937 0.2 0.2 -0.4
C 2.08621 -1.30779 -1.38601 0.5 -0.4 0.9
O 2.54322 -1.72715 -0.34434 -0.8 0.5 -0.6
O 0.96723 -0.59212 -1.51396 -1.8 1.0 1.4
H 3.49478 -3.47253 -2.04087 -0.1 0.1 -0.1
H 3.50272 -3.29710 -3.69338 0.0 0.2 0.2
H 2.07351 -3.54491 -2.91615 0.3 0.0 0.1
H 3.80404 -1.17481 -2.64270 0.0 0.3 0.0
H 2.29034 -1.22592 -3.57279 -0.1 0.1 0.0
```
Forces are in eV/Å.

---

Entry 9:
An isolated molecule of C5H5BFNO2 at a distorted geometry. Source: OMol25; level of theory: ωB97M-V/def2-TZVPD.

Properties
E in a.u.: -523.59794
Maximum force in eV Å⁻¹: 2.435
Net charge: 0
LUMO energy in eV: 0.103
HOMO-LUMO gap in eV: 9.72
SMILES string: OB(O)c1ccc(F)nc1

XYZ file:
```
15
Properties=species:S:1:pos:R:3:forces:R:3
F -0.54134 -3.42694 -1.74518 0.2 1.4 0.4
N -0.24715 -1.15383 -2.01958 0.1 -1.4 -0.6
O 0.13546 2.76163 -0.14477 0.7 0.5 0.6
O 0.57932 1.62665 1.98922 -0.3 0.0 -0.5
B 0.29395 1.62885 0.63237 0.0 0.4 -0.7
C -0.03250 0.02125 -1.46698 0.6 1.3 0.1
C -0.35122 -2.18252 -1.20887 -0.7 0.4 0.7
C -0.36062 -2.03844 0.18661 -0.3 -2.4 -0.2
C -0.11791 -0.80773 0.72589 0.5 -0.7 0.9
C 0.08675 0.24864 -0.10802 -0.1 1.4 0.5
H 0.54969 3.58215 0.19141 -0.5 -0.7 -0.1
H 0.36288 2.41567 2.49951 0.2 0.0 -0.3
H 0.15514 0.88154 -2.10565 -0.3 -0.3 -0.3
H -0.56616 -2.94005 0.78824 0.3 0.6 -0.3
H 0.05370 -0.61688 1.78580 -0.5 -0.5 -0.1
```
Forces are in eV/Å.

---

Entry 10:
An isolated molecule of C5H5Br2N at a distorted geometry. Source: OMol25; level of theory: ωB97M-V/def2-TZVPD.

Properties
E in a.u.: -5396.25067
Maximum force in eV Å⁻¹: 6.995
Net charge: 0
LUMO energy in eV: 0.787
HOMO-LUMO gap in eV: 8.73
SMILES string: Cn1cc(Br)c(Br)c1

XYZ file:
```
13
Properties=species:S:1:pos:R:3:forces:R:3
C -0.60362 -0.79698 -0.38791 -0.7 -1.8 1.4
C 0.63900 1.02421 0.02053 -2.5 1.2 -6.4
C -0.69577 -0.11748 -1.57298 0.2 -0.6 0.7
C 0.01452 1.03149 -1.40535 2.8 1.8 3.7
C 0.35240 -0.57104 1.82165 -1.6 1.6 4.0
N 0.13085 -0.06494 0.55503 -0.6 -1.4 -2.7
Br -1.46810 -0.82444 -3.09902 -0.3 0.1 -0.3
Br 0.18225 2.46205 -2.58690 0.1 0.0 -0.2
H -1.02935 -1.83780 -0.20285 0.7 1.8 0.2
H 1.40410 1.72585 0.27662 0.0 0.0 0.9
H 0.67425 -1.55556 1.75809 0.6 -1.9 0.2
H 1.05957 0.03975 2.44030 -0.5 -0.5 -0.9
H -0.66011 -0.51513 2.38280 1.7 -0.4 -0.6
```
Forces are in eV/Å.